No. 1
The following is a quantum chemistry calculation of a cluster of 2 separate species, C6H12O in total, from OMol25.

Structure (XYZ):
```
19
C6H12O (ωB97M-V/def2-TZVPD)
C 1.88 -0.06 0.86
C 1.62 -0.48 -0.59
C 0.99 0.61 -1.41
C -0.15 0.49 -2.09
C -2.27 0.05 0.29
C -2.06 -0.77 1.54
O -1.87 1.28 0.57
H 2.37 -0.86 1.42
H 0.95 0.19 1.37
H 2.53 0.82 0.90
H 0.97 -1.37 -0.61
H 2.57 -0.78 -1.06
H 1.52 1.56 -1.42
H -0.73 -0.43 -2.07
H -0.56 1.31 -2.67
H -2.98 -1.33 1.76
H -1.74 -0.23 2.43
H -1.30 -1.53 1.30
H -1.93 1.81 -0.24
```

Properties
gap between HOMO and LUMO = 9.4 eV
F_max = 0.7 eV/A
E_LUMO = 0.9668 eV

No. 2
The following is a quantum chemistry calculation of the molecule C6H12O at a distorted geometry, from OMol25.

Structure (XYZ):
```
19
C6H12O (ωB97M-V/def2-TZVPD)
C 0.12 -0.58 -1.90
C 0.63 -0.15 -0.53
C 2.05 0.42 -0.58
C -0.29 0.90 0.03
O -1.64 0.67 0.24
C -0.76 0.96 1.42
C -1.48 -0.38 2.02
H 0.74 -1.38 -2.31
H -0.91 -0.94 -1.84
H 0.14 0.26 -2.61
H 0.62 -1.01 0.15
H 2.10 1.30 -1.23
H 2.75 -0.32 -0.98
H 2.39 0.71 0.41
H -0.30 1.84 -0.53
H -0.87 2.02 1.77
H -0.79 -1.22 1.94
H -2.45 -0.77 1.56
H -1.74 -0.11 3.02
```

Properties
gap between HOMO and LUMO = 10.2 eV
F_max = 3.7 eV/A
E_LUMO = 1.0954 eV

No. 3
The following is a quantum chemistry calculation of the molecule C6H12O, from OMol25.

Structure (XYZ):
```
19
C6H12O (ωB97M-V/def2-TZVPD)
C -1.61 -2.08 -0.33
C -1.14 -0.65 -0.58
C 1.25 1.08 -0.86
C 2.62 1.49 -0.56
C 0.33 1.25 0.29
C -0.42 -0.05 0.62
O -1.30 0.27 1.68
H -2.31 -2.15 0.52
H -0.76 -2.74 -0.11
H -2.14 -2.49 -1.20
H -1.99 0.00 -0.83
H -0.46 -0.63 -1.43
H 2.95 0.50 -0.17
H 3.25 1.69 -1.43
H 2.80 2.21 0.26
H -0.43 1.97 -0.06
H 0.76 1.66 1.23
H 0.33 -0.78 0.97
H -1.72 -0.55 1.97
```

Properties
gap between HOMO and LUMO = 8.6 eV
F_max = 0.4 eV/A
E_LUMO = 0.3382 eV

No. 4
The following is a quantum chemistry calculation of a structure of composition C6H12O, from OMol25.

Structure (XYZ):
```
19
C6H12O (ωB97M-V/def2-TZVPD)
C 2.81 0.12 0.25
C 1.45 -0.50 0.53
C 0.30 0.41 0.10
C -1.06 -0.29 0.05
C -1.79 -0.36 -1.31
O -3.00 0.14 -0.75
C -2.34 0.45 0.48
H 2.98 0.23 -0.82
H 2.89 1.11 0.71
H 3.63 -0.50 0.66
H 1.35 -0.73 1.60
H 1.37 -1.46 -0.01
H 0.52 0.81 -0.90
H 0.27 1.28 0.77
H -1.00 -1.28 0.52
H -1.92 -1.35 -1.76
H -1.37 0.33 -2.06
H -2.21 1.54 0.61
H -2.87 0.05 1.35
```

Properties
gap between HOMO and LUMO = 10.7 eV
F_max = 0.4 eV/A
E_LUMO = 1.1217 eV

No. 5
The following is a quantum chemistry calculation of a cluster of 2 separate species, C6H12O in total, from OMol25.

Structure (XYZ):
```
19
C6H12O (ωB97M-V/def2-TZVPD)
C -1.95 -0.98 -0.74
C -0.75 -0.29 -0.09
C -1.13 1.06 0.53
C -0.16 -1.17 0.98
O 0.55 -2.37 0.52
C 1.30 -1.48 1.08
C 2.67 1.20 -0.52
H -2.38 -0.35 -1.53
H -1.65 -1.93 -1.19
H -2.73 -1.18 0.00
H 0.02 -0.12 -0.85
H -1.87 0.93 1.32
H -1.57 1.72 -0.23
H -0.25 1.56 0.95
H -0.78 -1.38 1.85
H 2.56 0.36 0.18
H 1.74 1.34 -1.08
H 3.48 0.98 -1.22
H 2.90 2.11 0.04
```

Properties
gap between HOMO and LUMO = 10.3 eV
F_max = 0.4 eV/A
E_LUMO = 0.7430 eV

No. 6
The following is a quantum chemistry calculation of a cluster of 2 separate species, C6H12O in total at a distorted geometry, from OMol25.

Structure (XYZ):
```
19
C6H12O (ωB97M-V/def2-TZVPD)
C -2.39 -0.88 0.81
O -1.59 -0.14 -2.08
C -0.87 -0.88 0.52
C -0.29 0.54 0.55
C 0.66 0.82 -0.65
C 3.09 0.58 -0.19
C 1.95 0.08 -0.63
H -2.84 -0.43 -0.08
H -2.77 -1.89 0.92
H -2.69 -0.27 1.66
H -0.87 -0.93 -0.61
H -0.29 -1.62 1.06
H 0.17 0.83 1.49
H -1.15 1.19 0.37
H 0.82 1.89 -0.76
H 0.00 0.28 -1.41
H 3.11 1.63 0.13
H 4.08 0.16 -0.12
H 1.85 -0.95 -0.99
```

Properties
gap between HOMO and LUMO = 6.5 eV
F_max = 2.0 eV/A
E_LUMO = -3.4565 eV

No. 7
The following is a quantum chemistry calculation of a cluster of 2 separate species, C6H12O in total at a distorted geometry, from OMol25.

Structure (XYZ):
```
19
C6H12O (ωB97M-V/def2-TZVPD)
C -1.09 0.24 0.64
C -0.24 0.92 1.39
C -0.30 2.41 1.45
O 0.63 0.36 2.27
H -1.02 0.74 -0.32
H -1.27 -0.82 0.79
H -0.97 2.80 0.68
H 0.67 2.91 1.42
H -0.77 2.62 2.42
H 0.65 -0.58 2.04
C -0.92 -1.33 -1.80
C 0.20 -1.76 -1.23
C 1.51 -1.04 -1.27
H -0.95 -0.39 -2.36
H -1.87 -1.84 -1.67
H 0.16 -2.67 -0.64
H 1.46 -0.16 -1.91
H 2.31 -1.69 -1.64
H 1.81 -0.71 -0.27
```

Properties
gap between HOMO and LUMO = 9.2 eV
F_max = 1.8 eV/A
E_LUMO = 0.8531 eV

No. 8
The following is a quantum chemistry calculation of the molecule C6H12O, from OMol25.

Structure (XYZ):
```
19
C6H12O (ωB97M-V/def2-TZVPD)
C 1.27 -1.38 -1.16
C 0.83 -0.86 0.22
C 1.23 0.61 0.47
O 0.26 1.14 1.35
C -1.00 0.63 0.91
C -1.58 1.51 -0.20
C -0.71 -0.81 0.44
H 1.96 -0.70 -1.66
H 0.39 -1.48 -1.81
H 1.76 -2.36 -1.12
H 1.27 -1.47 1.00
H 2.21 0.72 0.95
H 1.26 1.16 -0.48
H -1.66 0.66 1.78
H -1.59 2.56 0.13
H -2.61 1.22 -0.44
H -0.99 1.45 -1.12
H -1.27 -1.05 -0.47
H -1.02 -1.54 1.20
```

Properties
gap between HOMO and LUMO = 10.7 eV
F_max = 0.3 eV/A
E_LUMO = 1.0851 eV

No. 9
The following is a quantum chemistry calculation of a cluster of 2 separate species, C6H12O in total at a distorted geometry, from OMol25.

Structure (XYZ):
```
19
C6H12O (ωB97M-V/def2-TZVPD)
C 2.20 -0.18 0.95
C 1.51 -0.56 -0.36
C 0.37 0.37 -0.72
C -0.76 -0.11 -1.57
C -0.99 -0.05 -0.29
C -1.67 -0.69 0.86
H 3.04 -0.84 1.17
H 1.50 -0.24 1.79
H 2.58 0.84 0.90
H 1.13 -1.59 -0.30
H 2.23 -0.54 -1.19
H 0.66 1.42 -0.76
H -0.92 -0.85 -2.33
H -2.67 -1.04 0.60
H -1.73 -0.07 1.75
H -1.06 -1.57 1.11
O -2.14 1.83 -0.36
H -1.82 1.42 -1.18
H -1.45 2.45 -0.07
```

Properties
gap between HOMO and LUMO = 9.7 eV
F_max = 1.5 eV/A
E_LUMO = 0.9942 eV

No. 10
The following is a quantum chemistry calculation of a structure of composition C6H12O, from OMol25.

Structure (XYZ):
```
19
C6H12O (ωB97M-V/def2-TZVPD)
C -1.09 0.18 2.20
C 0.04 0.65 1.30
C 0.64 -0.33 0.30
C 1.29 0.33 -0.89
C 0.12 -0.58 -1.08
O 0.93 -1.58 -1.72
C 2.07 -0.70 -1.67
H -2.01 -0.03 1.64
H -0.83 -0.73 2.76
H -1.32 0.96 2.93
H 0.88 0.98 1.93
H -0.28 1.55 0.76
H -2.35 0.67 -0.35
H 1.16 -1.18 0.74
H 1.35 1.41 -0.98
H -2.54 0.92 -1.03
H -0.88 -0.43 -1.47
H 2.93 -1.16 -1.16
H 2.37 -0.38 -2.68
```

Properties
gap between HOMO and LUMO = 10.4 eV
F_max = 0.4 eV/A
E_LUMO = 1.2157 eV

No. 11
The following is a quantum chemistry calculation of the molecule C6H12O, from OMol25.

Structure (XYZ):
```
19
C6H12O (ωB97M-V/def2-TZVPD)
C -1.68 -0.83 -0.65
C -0.89 0.17 0.20
C -1.81 0.95 1.13
C 0.19 -0.50 1.04
O 1.22 -0.93 0.14
C 2.30 -0.20 0.42
C 2.94 0.19 -0.85
H -2.45 -0.33 -1.23
H -1.03 -1.37 -1.34
H -2.17 -1.57 0.00
H -0.39 0.88 -0.49
H -2.26 0.28 1.87
H -2.62 1.44 0.58
H -1.25 1.73 1.67
H -0.20 -1.32 1.64
H 0.72 0.21 1.68
H 2.53 -0.25 -1.76
H 4.02 0.11 -0.76
H 2.72 1.28 -0.85
```

Properties
gap between HOMO and LUMO = 9.3 eV
F_max = 0.8 eV/A
E_LUMO = 1.1291 eV

No. 12
The following is a quantum chemistry calculation of the molecule C6H12O, from OMol25.

Structure (XYZ):
```
19
C6H12O (ωB97M-V/def2-TZVPD)
C -1.33 0.12 -1.67
C -0.86 0.74 -0.27
C 0.38 0.20 0.48
C 1.71 0.95 0.32
C 0.22 -0.53 1.80
C 0.44 -1.30 0.54
O -0.64 -1.99 0.01
H -1.85 -0.86 -1.81
H -0.52 0.08 -2.40
H -2.10 0.81 -2.02
H -1.71 0.77 0.41
H -0.65 1.78 -0.55
H 1.87 1.27 -0.71
H 1.79 1.83 0.97
H 2.54 0.29 0.59
H -0.77 -0.59 2.25
H 1.04 -0.48 2.51
H 1.40 -1.76 0.35
H -1.04 -1.37 -0.62
```

Properties
gap between HOMO and LUMO = 10.4 eV
F_max = 0.9 eV/A
E_LUMO = 0.9614 eV

No. 13
The following is a quantum chemistry calculation of the molecule C6H12O at a distorted geometry, from OMol25.

Structure (XYZ):
```
19
C6H12O (ωB97M-V/def2-TZVPD)
C 2.47 -0.56 -0.42
O 1.08 -0.70 -0.34
C 0.45 0.11 0.59
C 0.08 1.56 0.21
C -1.29 1.11 -0.28
C -1.17 -0.18 0.54
C -1.77 -1.39 -0.14
H 2.97 -0.77 0.55
H 2.76 0.44 -0.76
H 2.80 -1.30 -1.15
H 1.05 0.09 1.56
H -0.03 2.17 1.11
H 0.74 2.05 -0.50
H -1.23 0.81 -1.33
H -2.12 1.82 -0.18
H -1.04 -0.17 1.60
H -2.79 -1.21 -0.53
H -1.15 -1.59 -1.02
H -1.82 -2.29 0.48
```

Properties
gap between HOMO and LUMO = 10.3 eV
F_max = 2.8 eV/A
E_LUMO = 1.1173 eV